The following is a quantum chemistry calculation of C39H43N9PdS2Sb as an isolated structure, from the Open Molecules 2025 dataset.

```
95
Properties=species:S:1:pos:R:3:forces:R:3
Pd -1.140980 -1.073415 0.701010 -0.012 -0.260 0.282
N 2.091055 -0.988401 -1.045717 0.000 -0.049 -0.071
C 2.260028 -1.175532 0.274512 0.034 0.036 0.242
N 3.513857 -1.302042 0.697957 0.002 -0.014 -0.085
C 3.669196 -1.333537 2.014804 -0.039 -0.017 0.024
N 4.913842 -1.450462 2.498655 0.000 0.025 0.009
N 2.670232 -1.248486 2.916644 0.035 0.030 0.015
C 1.467074 -1.156350 2.392850 0.003 0.020 -0.107
N 1.178470 -1.114262 1.088903 -0.050 -0.076 -0.014
C 0.336369 -1.087369 3.365497 -0.025 -0.041 0.083
C 0.580224 -0.974405 4.725724 0.040 -0.035 -0.001
C -0.495688 -0.920989 5.595021 -0.015 -0.001 0.028
C -1.781252 -0.990610 5.085323 0.006 -0.022 -0.011
C -1.943233 -1.102734 3.715051 0.029 -0.018 0.022
N -0.906180 -1.146054 2.883841 -0.068 0.166 -0.216
H 2.899719 -1.202277 -1.606132 0.008 0.000 -0.022
H 1.193758 -1.188310 -1.452389 -0.026 -0.036 0.031
H 5.681908 -1.556050 1.861484 0.004 -0.005 -0.004
H 5.053950 -1.519268 3.489899 0.000 -0.019 -0.007
H 1.600566 -0.936497 5.075011 0.003 0.000 -0.013
H -0.330937 -0.830760 6.660292 0.001 -0.001 0.000
H -2.647081 -0.962506 5.731322 -0.005 0.004 -0.005
H -2.921489 -1.159215 3.254802 0.000 0.033 0.001
S -3.656407 -0.697676 0.355089 0.002 -0.061 -0.069
C -3.858043 0.971579 0.007760 -0.074 0.002 0.080
N -3.759930 1.414773 -1.245022 0.129 0.009 0.013
C -3.806513 2.823271 -1.621287 -0.024 0.014 -0.007
C -4.675687 3.579651 -0.632167 -0.020 0.004 -0.004
C -4.206378 3.280789 0.780829 -0.009 -0.014 0.002
N -4.166032 1.835559 0.972140 0.011 0.029 -0.018
H -3.506278 0.720233 -1.929141 -0.035 0.006 0.010
H -4.209642 2.894138 -2.630714 0.003 -0.006 -0.001
H -2.795503 3.241854 -1.627394 0.007 -0.005 -0.006
H -5.717609 3.276331 -0.747730 0.000 0.001 -0.001
H -4.611224 4.649284 -0.826949 0.004 0.000 0.001
H -4.888378 3.704027 1.516131 -0.001 -0.005 0.006
H -3.208526 3.696827 0.950693 0.005 -0.007 0.007
H -4.163834 1.454343 1.903738 -0.020 0.010 -0.024
S -0.899937 1.657832 0.994951 -0.007 -0.071 0.098
Sb 0.372125 2.189497 -0.780901 0.245 0.035 -0.430
C 0.054176 0.982027 -2.489973 -0.074 0.200 0.139
C -0.765416 -0.133850 -2.401414 -0.109 -0.276 -0.137
C -0.976619 -0.944784 -3.510576 0.043 0.032 0.033
C -0.367439 -0.631417 -4.717951 -0.004 0.009 -0.007
C 0.455263 0.483305 -4.811414 0.014 0.021 0.029
C 0.666655 1.291168 -3.700444 0.012 -0.021 -0.061
C 0.008443 4.165149 -1.429194 0.009 -0.027 0.146
C 0.205353 5.170933 -0.484553 0.009 0.025 -0.025
C -0.043606 6.493072 -0.819780 -0.010 -0.010 -0.021
C -0.493050 6.811680 -2.095063 0.008 0.007 0.017
C -0.695852 5.810732 -3.032878 -0.013 -0.027 -0.025
C -0.447361 4.484125 -2.702588 -0.045 -0.021 0.007
C 2.416808 2.119106 -0.300157 -0.034 0.124 0.237
C 3.414931 2.175558 -1.264673 0.022 -0.016 0.002
C 4.744104 2.164283 -0.869178 -0.005 -0.002 -0.047
C 5.071851 2.110094 0.479632 -0.007 -0.002 0.049
C 4.073815 2.061296 1.441640 0.043 -0.007 -0.080
C 2.741417 2.063089 1.051029 -0.036 -0.023 -0.001
H -1.232080 -0.433499 -1.461850 -0.111 0.239 -0.088
H -1.607352 -1.820393 -3.420173 -0.004 -0.002 0.003
H -0.531245 -1.258035 -5.584524 0.008 0.003 -0.007
H 0.935591 0.728006 -5.749583 -0.001 -0.010 -0.005
H 1.314436 2.155322 -3.789565 -0.022 0.026 -0.022
H 0.546441 4.929866 0.516572 0.010 -0.008 -0.008
H 0.111676 7.273570 -0.086847 0.000 0.001 0.000
H -0.687819 7.843162 -2.357017 0.004 0.003 0.001
H -1.051067 6.058625 -4.024577 0.004 0.006 0.000
H -0.629705 3.709670 -3.437199 0.025 -0.025 -0.023
H 3.170032 2.214103 -2.319796 0.023 0.013 0.011
H 5.527230 2.201397 -1.615073 0.000 0.004 -0.001
H 6.111919 2.109417 0.778734 0.000 -0.004 0.002
H 4.329423 2.016313 2.492282 -0.003 0.003 0.007
H 1.953965 2.009643 1.796114 -0.004 0.009 -0.007
C 1.527915 -4.401532 1.130217 0.013 -0.026 -0.029
N 1.574057 -3.944703 -0.249094 -0.035 0.004 0.125
C 2.542508 -4.704594 -1.014254 -0.003 0.084 -0.028
C 0.281708 -3.792056 -0.937033 -0.031 0.059 -0.041
C -0.937270 -4.147713 -0.130857 -0.027 0.010 -0.001
C -1.320286 -5.487827 -0.061657 -0.010 0.001 -0.002
C -2.400716 -5.885621 0.706728 0.023 -0.010 -0.021
C -3.110185 -4.928118 1.414587 -0.019 0.039 0.010
C -2.735414 -3.592166 1.340478 -0.022 -0.058 -0.015
C -1.655156 -3.172083 0.565290 0.154 0.067 0.093
H 2.506571 -4.230629 1.586999 -0.008 0.005 -0.002
H 1.292151 -5.471056 1.228141 -0.003 -0.008 0.006
H 0.775529 -3.850293 1.691566 0.023 0.019 0.016
H 3.523730 -4.623401 -0.542969 0.007 -0.010 -0.004
H 2.622296 -4.303075 -2.026106 0.004 0.002 -0.001
H 2.287471 -5.773467 -1.089831 -0.008 -0.004 -0.004
H 0.295580 -4.383674 -1.857558 -0.017 -0.062 0.018
H 0.147867 -2.747852 -1.250432 0.067 -0.014 -0.059
H -0.754112 -6.226904 -0.619704 -0.010 -0.002 -0.003
H -2.687576 -6.928141 0.750634 0.000 0.000 -0.003
H -3.962390 -5.214928 2.018603 0.007 -0.007 0.005
H -3.324804 -2.875669 1.901924 0.003 0.013 -0.017
```
Forces are in eV/Å.

Results
- <S²> = 2.008
- spin multiplicity = 3
- total energy (eV) = -86236.010
- charge = +1

Here are the Löwdin charges for atoms 1 to 6, given in e:
1. Pd 0.62
2. N 0.20
3. C -0.45
4. N 0.20
5. C -0.45
6. N 0.18